1.
Below is C24H30HfNOS as an isolated structure, with properties calculated with ωB97M-V with the def2-TZVPD basis set.

Structure (XYZ):
```
58
Properties=species:S:1:pos:R:3:forces:R:3:nbo_charge:R:1
Hf 0.299 -0.498 0.550 -0.2 0.3 0.4 2.388
S -0.922 -2.756 2.568 0.2 -0.2 0.1 1.308
O -0.305 -1.311 2.298 0.1 0.1 -0.2 -1.074
N -1.538 0.813 0.595 0.0 -0.1 0.0 -0.571
C 2.268 1.017 1.827 -0.1 0.0 -0.1 -0.215
C 2.903 -0.415 -0.017 -0.1 -0.1 0.0 -0.242
C 0.007 -3.721 1.420 -0.1 0.0 -0.1 -0.299
C 2.879 -0.148 1.361 -0.1 -0.2 0.0 -0.254
C 0.050 -5.441 -0.232 0.1 0.0 0.0 -0.151
C -3.205 -2.051 -1.161 0.0 0.0 0.0 -0.199
C -2.212 -1.295 -0.556 0.2 0.1 -0.1 -0.034
C 2.363 0.502 -0.927 -0.1 -0.1 0.0 -0.257
C 1.396 -5.183 -0.499 0.0 0.1 0.0 0.051
C 2.148 -6.003 -1.499 0.0 -0.1 0.0 -0.657
C -1.727 1.744 -0.559 0.1 0.1 0.0 -0.427
C 1.445 2.785 -1.461 0.0 0.1 -0.1 -0.667
C 1.810 1.719 -0.479 0.0 0.0 0.0 0.016
C -2.589 -0.263 0.490 0.0 0.0 -0.1 -0.256
C -0.657 -4.712 0.711 0.0 0.0 0.1 -0.163
C -0.550 -2.385 -1.957 -0.1 0.0 0.0 -0.150
C -0.853 -1.461 -0.944 0.1 0.1 0.0 -0.727
C -2.873 -2.964 -2.155 0.0 0.0 0.0 -0.115
C -1.551 -3.125 -2.561 0.0 0.0 0.0 -0.195
C 1.715 1.922 0.912 -0.1 0.0 0.0 -0.189
C 1.352 -3.430 1.179 0.0 0.1 0.1 -0.289
C -1.744 1.575 1.858 0.0 0.1 0.1 -0.426
C -0.238 -3.159 4.162 0.0 0.0 0.0 -0.792
C 2.033 -4.158 0.215 -0.1 0.0 0.0 -0.122
H 2.376 3.204 -1.856 0.0 0.0 0.0 0.295
H -1.004 2.554 -0.506 0.0 0.0 0.0 0.222
H 3.344 -1.334 -0.385 0.1 0.0 0.0 0.286
H 2.285 -7.017 -1.115 0.0 0.0 0.0 0.272
H 1.885 -2.725 1.811 0.0 -0.1 0.0 0.234
H -2.715 -0.711 1.478 0.0 0.0 0.0 0.236
H -1.313 -3.818 -3.357 0.0 0.0 0.0 0.253
H -1.080 2.437 1.888 0.0 0.0 0.0 0.228
H -3.536 0.217 0.234 0.0 0.0 0.0 0.256
H -0.539 -4.187 4.375 0.0 0.0 0.0 0.294
H -1.706 -4.916 0.890 0.0 0.0 0.0 0.257
H 1.253 2.830 1.284 0.1 0.0 0.0 0.269
H 0.846 -3.072 4.148 0.0 0.0 0.0 0.262
H -2.770 1.944 1.903 0.0 0.0 0.0 0.250
H -3.658 -3.533 -2.637 0.0 0.0 0.0 0.258
H 2.208 1.216 2.890 0.0 0.0 0.0 0.289
H 3.132 -5.591 -1.709 0.0 0.0 0.0 0.238
H 0.898 3.607 -1.006 0.0 0.0 0.0 0.249
H -4.244 -1.910 -0.887 0.0 0.0 0.0 0.249
H 3.324 -0.845 2.061 0.1 0.0 0.0 0.283
H -0.691 -2.489 4.892 0.0 0.0 0.0 0.286
H 0.895 2.392 -2.316 0.0 0.0 0.0 0.258
H -2.727 2.177 -0.500 0.0 0.0 0.0 0.246
H 0.475 -2.521 -2.285 0.0 0.0 0.0 0.225
H 1.593 -6.095 -2.433 0.0 0.0 0.0 0.251
H -1.625 1.205 -1.499 0.0 0.0 0.0 0.245
H 3.088 -3.980 0.047 0.0 0.0 0.0 0.232
H -1.564 0.937 2.722 0.0 0.0 0.0 0.235
H 2.407 0.292 -1.990 0.0 0.0 0.0 0.290
H -0.454 -6.230 -0.777 0.0 0.0 0.0 0.257
```
Positions in Å, forces in eV/Å.

Calculated values
**HOMO energy**: -17.971 eV
**Lowest unoccupied orbital energy**: -10.5 eV
**Total charge**: +3
**Energy relative to the best compared isomer or geometry (same formula, charge and spin)**: 18.9 kJ/mol
**Gap between HOMO and LUMO**: 7.516 eV

2.
Below is a 9-piece molecular cluster, C3H22NO10S overall, with properties calculated with ωB97M-V with the def2-TZVPD basis set.

Structure (XYZ):
```
37
Properties=species:S:1:pos:R:3:forces:R:3:nbo_charge:R:1
S -0.378 2.643 1.877 -0.2 0.2 -0.1 -0.122
O 0.495 -4.270 -1.579 -0.7 0.3 0.4 -0.973
O 2.261 -1.132 -0.994 -0.1 0.1 -0.4 -1.004
O 0.526 0.443 -2.520 0.3 0.3 0.5 -1.024
O -1.924 -3.572 1.943 0.4 -0.1 -0.6 -0.993
O 1.730 2.783 -1.715 -0.5 0.4 0.5 -0.989
O -1.931 -2.425 -0.559 0.1 0.0 0.0 -0.767
O -1.540 -0.321 -1.249 -0.1 -0.3 0.3 -0.843
O 3.473 1.221 -0.126 -0.5 0.2 -0.5 -1.018
O -4.047 0.934 -1.375 0.5 0.2 0.1 -0.983
O 2.784 1.947 2.406 1.1 0.2 0.1 -1.005
N -0.318 -1.203 0.471 0.1 0.9 -0.6 -0.709
C -0.942 0.946 1.572 0.4 0.1 0.0 -0.521
C -1.340 -1.330 -0.495 0.1 0.0 -0.1 0.903
C 0.126 0.125 0.868 -0.1 0.0 0.2 -0.243
H 1.636 -1.378 -0.291 -0.1 0.0 -0.3 0.492
H 3.651 2.263 2.742 -0.9 -0.3 -0.4 0.469
H 0.355 0.146 -3.403 -0.1 -0.2 -0.8 0.483
H -2.705 -3.125 2.263 -0.3 0.2 0.1 0.458
H -1.230 0.485 2.499 -0.1 -0.2 0.5 0.201
H 0.425 0.675 -0.010 0.2 0.1 -0.3 0.203
H -0.411 -1.846 1.219 -0.2 -0.8 0.7 0.404
H 1.015 0.029 1.506 -0.2 0.0 -0.1 0.209
H -3.686 1.836 -1.404 -0.1 -0.6 0.0 0.455
H 1.122 -3.560 -1.761 -0.2 0.1 0.2 0.473
H -1.918 -3.356 0.972 -0.1 0.0 0.5 0.503
H -3.252 0.348 -1.298 -0.4 0.4 -0.2 0.508
H 2.980 1.642 1.480 0.1 0.1 0.2 0.511
H 1.710 -0.626 -1.647 0.3 -0.4 0.5 0.503
H 0.870 2.340 2.271 0.0 0.0 0.1 0.177
H 3.155 0.329 -0.383 0.2 0.0 0.1 0.503
H -0.314 0.226 -2.006 -0.1 -0.1 0.1 0.519
H 2.936 1.803 -0.724 0.4 -0.2 0.5 0.503
H 1.096 3.197 -1.093 0.5 -0.4 -0.4 0.482
H -1.820 1.012 0.950 -0.3 0.1 -0.3 0.234
H 1.246 2.023 -2.096 0.0 0.0 0.0 0.507
H -0.288 -3.840 -1.153 0.8 -0.2 -0.5 0.495
```
Positions in Å, forces in eV/Å.

Calculated values
**HOMO energy**: -6.418 eV
**Lowest unoccupied orbital energy**: 2.8 eV
**Total charge**: -1
**Energy relative to the best compared isomer or geometry (same formula, charge and spin)**: 0.0 kJ/mol
**Gap between HOMO and LUMO**: 9.196 eV

3.
Below is C4H11N5 as an isolated structure, with properties calculated with ωB97M-V with the def2-TZVPD basis set.

Structure (XYZ):
```
20
Properties=species:S:1:pos:R:3:forces:R:3:nbo_charge:R:1
N -3.276 0.068 0.556 0.2 0.0 -1.2 -0.755
N -1.006 0.021 0.902 3.8 0.8 -3.2 -0.614
N 0.907 -1.200 -0.164 1.3 -0.8 -0.1 -0.464
N -1.923 0.270 -1.334 -0.5 -0.4 2.4 -0.734
N 1.330 1.149 0.226 0.8 -1.6 0.5 -0.507
C -2.052 0.034 0.001 -0.3 0.8 1.0 0.674
C 1.404 -2.366 -0.072 1.2 -0.4 -0.5 0.154
C 2.746 1.388 -0.064 0.4 1.7 3.6 -0.410
C 0.804 -0.032 0.303 -5.3 2.1 1.3 0.760
H 0.962 -3.032 -0.829 0.6 -0.3 0.5 0.242
H -4.108 0.465 0.173 0.0 0.4 -1.5 0.444
H -0.955 -0.429 1.785 -0.9 -0.3 0.8 0.437
H 1.016 2.024 0.599 -1.8 -0.1 0.3 0.482
H -1.061 0.150 -1.789 1.3 0.0 -0.4 0.417
H 2.328 -2.679 0.564 -2.0 0.6 -0.7 0.263
H -3.591 -0.333 1.393 0.8 -0.8 1.8 0.438
H -2.704 0.058 -1.923 -0.6 0.1 -0.1 0.443
H 3.331 0.525 -0.004 0.9 -1.4 0.4 0.230
H 2.739 1.693 -1.025 0.6 1.6 -3.1 0.236
H 3.107 2.226 0.703 -0.6 -1.9 -1.9 0.266
```
Positions in Å, forces in eV/Å.

Calculated values
**HOMO energy**: -18.432 eV
**Lowest unoccupied orbital energy**: -9.4 eV
**Total charge**: +2
**Energy relative to the best compared isomer or geometry (same formula, charge and spin)**: 232.9 kJ/mol
**Gap between HOMO and LUMO**: 9.026 eV

4.
Below is a 2-piece molecular cluster, C6H12P2 overall, with properties calculated with ωB97M-V with the def2-TZVPD basis set.

Structure (XYZ):
```
20
Properties=species:S:1:pos:R:3:forces:R:3:nbo_charge:R:1
P 2.302 0.661 -1.614 -0.3 0.4 1.1 0.252
P 0.480 0.358 -2.871 0.2 0.5 1.5 0.388
C 0.727 -0.184 -1.277 0.7 -2.1 -3.7 -0.588
C -0.504 1.753 -0.122 -1.9 -0.7 -0.2 -0.389
C 0.414 -1.512 -0.667 2.0 -0.3 3.6 -0.502
C -0.897 -2.157 -0.934 -2.7 0.9 1.1 -0.611
C -0.004 1.562 1.092 0.5 1.7 1.1 -0.187
C -0.404 0.803 2.339 3.6 -0.6 -0.4 -0.634
H 1.180 -2.340 -0.952 -0.5 1.9 0.5 0.241
H 2.022 1.683 -0.572 0.3 -0.1 -1.2 -0.056
H -1.261 1.036 -0.487 -0.1 0.8 0.3 0.189
H -0.842 -2.429 -1.997 -1.0 0.1 0.2 0.214
H 0.522 0.236 2.774 -1.4 1.3 -0.6 0.209
H -1.746 -1.386 -0.620 1.4 -1.6 -1.3 0.201
H -1.011 0.043 2.058 -2.4 -2.4 -0.6 0.203
H -0.331 2.621 -0.808 0.6 -1.2 0.8 0.226
H 0.809 2.209 1.337 0.6 0.8 0.1 0.180
H -0.850 1.372 3.133 -0.1 0.6 0.1 0.230
H -1.162 -3.058 -0.288 0.9 1.0 -0.9 0.227
H 0.558 -1.272 0.477 -0.2 -1.0 -1.7 0.207
```
Positions in Å, forces in eV/Å.

Calculated values
**HOMO energy**: -8.223 eV
**Lowest unoccupied orbital energy**: -0.3 eV
**Total charge**: 0
**Energy relative to the best compared isomer or geometry (same formula, charge and spin)**: 258.7 kJ/mol
**Gap between HOMO and LUMO**: 7.913 eV
**SMILES**: CCC1=P#[PH]1.C=CC

5.
Below is one molecule with the formula C3H3N5, with properties calculated with ωB97M-V with the def2-TZVPD basis set.

Structure (XYZ):
```
11
Properties=species:S:1:pos:R:3:forces:R:3:nbo_charge:R:1
N -0.533 -1.588 -0.465 2.3 -0.4 -1.0 -0.145
N 0.621 1.116 -0.528 -2.9 0.0 -0.2 -0.462
N 2.186 -0.216 0.516 -0.4 -2.9 -0.1 -0.602
N -1.564 0.409 0.204 0.0 -1.1 1.8 -0.472
N 0.634 -1.309 -0.871 -2.4 0.7 1.1 -0.053
C -1.296 -0.848 0.427 0.2 0.7 -1.3 0.254
C 1.140 -0.131 -0.164 1.5 1.1 -0.3 0.430
C -0.675 1.282 -0.386 0.7 -0.1 -0.9 0.278
H -1.177 2.228 -0.722 0.9 -0.9 0.3 0.203
H 2.451 0.638 0.905 0.5 1.8 0.6 0.354
H -1.788 -1.580 1.085 -0.5 1.1 0.1 0.214
```
Positions in Å, forces in eV/Å.

Calculated values
**HOMO energy**: -9.964 eV
**Lowest unoccupied orbital energy**: -1.4 eV
**Total charge**: 0
**Energy relative to the best compared isomer or geometry (same formula, charge and spin)**: 221.6 kJ/mol
**Gap between HOMO and LUMO**: 8.602 eV
**SMILES**: [H]/N=c1\ncncnn1

6.
Below is C34H36CoN2O4S as an isolated structure, with properties calculated with ωB97M-V with the def2-TZVPD basis set.

Structure (XYZ):
```
78
Properties=species:S:1:pos:R:3:forces:R:3:lowdin_spin:R:1
Co 1.956 0.091 -0.244 1.1 0.2 -0.7 2.664
S 0.361 1.018 1.347 -0.5 -0.1 0.2 0.129
O -1.918 4.243 1.018 -0.2 0.0 0.0 0.013
O 1.981 1.910 -1.475 0.1 -0.3 0.1 0.029
O 3.823 0.484 -0.087 -0.4 0.6 0.1 0.089
O 2.568 -1.725 -0.918 -0.4 0.0 0.0 0.053
N -1.810 2.180 0.088 -0.3 0.1 -0.2 0.070
N -1.985 1.575 2.404 0.0 -0.1 0.0 0.271
C 0.891 -3.111 1.422 0.1 -0.3 -0.1 0.003
C 1.273 3.149 -1.297 -0.2 0.1 0.0 0.003
C 0.377 -3.807 0.317 0.0 0.1 0.1 0.009
C 7.315 -0.095 -0.728 -0.1 0.0 0.0 0.000
C 1.486 -5.232 2.428 0.0 -0.2 0.0 -0.001
C -4.199 -0.149 3.546 0.0 0.1 0.1 0.002
C 3.688 -2.273 -0.874 0.4 -0.1 0.0 0.006
C 4.927 -1.533 -0.804 -0.4 0.5 0.2 0.008
C 6.143 0.527 -0.380 -0.1 0.1 0.0 0.009
C -3.800 3.751 -3.360 0.0 0.0 -0.1 0.000
C -0.870 -0.957 -0.182 0.1 0.0 -0.2 0.012
C 0.870 -1.662 1.561 -0.2 0.4 -0.3 0.053
C -2.980 -1.181 -1.991 0.0 0.0 0.0 0.001
C -3.157 -1.537 -0.661 -0.1 0.0 0.0 0.001
C -3.322 2.073 2.668 -0.2 0.1 0.0 0.024
C -1.351 1.491 1.196 0.9 0.3 0.2 0.398
C -3.106 3.221 -2.285 0.1 -0.1 0.1 0.002
C -4.230 5.070 -3.335 0.0 0.0 0.0 0.001
C -3.938 1.326 3.846 0.0 -0.2 -0.2 0.003
C 0.948 -5.906 1.342 0.0 0.0 0.0 0.011
C -1.744 -0.721 -2.424 0.1 0.1 -0.1 0.002
C 0.401 -5.188 0.285 0.0 0.0 0.0 -0.001
C 3.735 -3.776 -0.887 -0.2 0.1 -0.1 0.003
C -3.955 5.867 -2.232 0.0 0.0 -0.1 0.000
C -3.261 5.339 -1.158 0.1 -0.1 0.1 0.002
C -2.160 3.528 0.070 0.4 -0.2 0.2 0.022
C 7.329 -1.443 -1.111 0.0 -0.1 -0.1 0.008
C 4.907 -0.157 -0.418 0.4 -0.5 -0.2 0.005
C -2.111 -1.426 0.241 0.1 -0.1 0.0 0.004
C 1.464 -3.849 2.464 0.0 0.2 0.0 0.010
C -0.698 -0.602 -1.521 0.1 -0.1 0.3 0.009
C 0.217 -0.738 0.808 -0.6 -0.3 0.8 0.033
C -2.838 4.010 -1.166 -0.2 0.3 -0.2 0.002
C 6.152 -2.144 -1.136 0.1 0.0 0.0 -0.001
H 0.214 2.944 -1.426 0.1 0.0 0.0 0.000
H -4.012 3.132 -4.222 0.0 0.0 0.0 0.000
H -3.038 5.933 -0.282 0.0 0.0 0.0 0.000
H 6.134 1.565 -0.073 0.0 0.0 0.0 0.000
H -4.786 5.473 -4.171 0.0 0.0 0.0 0.000
H 8.256 -1.924 -1.386 0.0 0.0 0.0 0.000
H -2.247 -1.716 1.276 0.0 0.1 0.0 0.000
H -3.273 -0.660 3.275 0.0 0.0 0.0 0.001
H -2.790 2.186 -2.342 -0.1 0.0 0.0 0.000
H -3.803 -1.261 -2.689 0.0 0.0 0.0 0.000
H 1.444 -1.265 2.395 0.1 -0.1 0.0 0.003
H -1.587 -0.460 -3.463 0.0 0.0 0.0 0.000
H -4.874 1.817 4.112 0.0 0.1 0.0 0.000
H 6.156 -3.181 -1.442 0.0 0.0 0.0 0.000
H 1.923 -5.791 3.244 0.0 0.0 0.0 0.000
H -0.003 -5.707 -0.575 0.0 0.0 0.0 0.000
H -4.283 6.898 -2.209 0.0 0.0 0.0 0.000
H 4.023 -4.133 -1.878 0.0 0.0 0.0 0.000
H -4.907 -0.261 2.722 0.0 0.0 0.0 0.000
H 2.929 2.098 -1.468 0.0 -0.2 0.1 0.000
H 0.276 -0.259 -1.870 -0.1 0.0 -0.1 0.003
H -1.782 1.689 -0.791 -0.2 -0.1 0.0 0.007
H -3.932 1.922 1.774 0.0 0.0 0.0 0.003
H -4.620 -0.649 4.417 0.0 0.0 0.0 0.000
H 1.885 -3.329 3.317 0.0 0.0 0.0 0.000
H -0.015 -3.269 -0.530 -0.1 0.1 -0.1 0.000
H -4.116 -1.902 -0.317 0.0 0.0 0.0 0.000
H 1.439 3.562 -0.301 0.0 0.0 0.0 0.000
H 1.586 3.866 -2.054 0.0 0.0 0.0 0.001
H 0.963 -6.988 1.316 0.0 0.0 0.0 0.001
H 8.239 0.468 -0.709 0.0 0.0 0.0 0.000
H -3.289 3.146 2.869 0.0 0.0 0.0 0.011
H 4.465 -4.139 -0.166 0.0 0.0 0.0 0.001
H 2.750 -4.170 -0.649 0.0 0.0 0.0 0.000
H -3.270 1.409 4.709 -0.1 0.1 0.0 0.000
H -1.434 1.314 3.206 0.0 0.0 0.0 0.006
```
Positions in Å, forces in eV/Å.

Calculated values
**2S+1**: 5
**HOMO energy (alpha / beta)**: -9.078 / -10.700 eV
**Lowest unoccupied orbital energy (alpha / beta)**: -3.0 / -3.6 eV
**Total charge**: +1
**<S²>**: 6.0165
**Gap between HOMO and LUMO (alpha / beta)**: 6.115 / 7.091 eV

For the records above, the corresponding E values read -1507.781095, -1333.037792, -432.061855, -918.350904, -389.784293, -3508.409471 Ha.